No. 1
# C46H29N13Os

A molecular structure, C46H29N13Os (wB97M-V/def2-TZVPD, the OMol25 dataset).

Last column: Mulliken charge in e.
CARTESIAN COORDINATES (ANGSTROEM)
Os 0.075 -0.531 -0.098  0.951
C -6.129 -0.010 -4.503  -0.389
C -5.941 -1.283 -3.959  -0.845
C -4.993 -1.479 -2.945  -0.413
C -4.251 -0.400 -2.418  0.395
C -4.499 0.890 -2.948  -0.406
C -5.405 1.063 -3.988  -0.743
C -3.232 -0.641 -1.401  1.028
C -2.415 -1.780 -1.364  -0.475
C -2.184 -2.812 -2.329  -0.946
C -1.202 -3.623 -1.854  -1.661
C -0.785 -3.189 -0.486  2.932
C 1.714 -3.049 0.187  4.202
C 1.762 -3.428 1.729  -1.056
C 2.879 -2.780 2.465  -0.669
C 3.136 -3.081 3.769  -0.618
C 2.476 -4.058 4.537  -0.400
C 1.184 -4.596 4.330  -0.852
C 0.219 -4.095 3.488  -0.645
C 2.709 -2.052 -0.272  -2.425
N 2.169 -0.783 -0.410  0.644
C 3.138 -0.054 -1.142  0.037
C 2.824 1.236 -1.596  0.399
C 3.354 1.822 -2.851  -0.062
C 4.695 2.181 -2.980  0.102
C 5.184 2.705 -4.192  -0.761
C 4.339 2.834 -5.296  -0.380
C 2.995 2.486 -5.165  -0.751
C 2.497 2.040 -3.949  -0.238
C 1.961 1.952 -0.734  0.446
C 2.094 3.345 -0.458  -1.339
C 1.191 3.678 0.525  -1.474
C 0.356 2.540 0.734  0.124
N 0.896 1.455 0.028  0.463
C -0.860 2.586 1.411  1.006
C -1.912 1.739 0.994  0.593
C -3.317 1.987 1.102  -1.245
C -3.952 1.190 0.187  -0.923
C -2.989 0.308 -0.373  -0.121
N -1.750 0.545 0.233  0.421
C -1.011 3.496 2.578  -0.453
C -2.000 4.494 2.550  -0.383
C -2.183 5.348 3.649  -0.890
C -1.404 5.216 4.793  -0.330
C -0.408 4.241 4.833  -0.959
C -0.173 3.415 3.718  0.243
C 4.280 -0.890 -1.358  -1.213
C 4.028 -2.134 -0.762  -1.023
N -1.602 -1.946 -0.250  -1.001
H -6.843 0.144 -5.301  0.396
H -6.502 -2.117 -4.363  0.389
H -4.824 -2.466 -2.558  0.635
H -3.935 1.738 -2.584  0.472
H -5.542 2.062 -4.402  0.371
H -2.709 -2.876 -3.272  0.760
H -0.807 -4.479 -2.359  0.541
H 3.429 -1.996 1.964  0.279
H 3.957 -2.593 4.262  0.467
H 2.987 -4.395 5.427  0.371
H 0.873 -5.411 4.968  0.377
H -0.793 -4.428 3.575  0.524
H 5.374 2.032 -2.151  0.501
H 6.211 3.038 -4.259  0.382
H 4.710 3.214 -6.246  0.374
H 2.342 2.544 -6.027  0.390
H 1.447 1.773 -3.881  0.443
H 2.816 4.009 -0.933  0.518
H 1.086 4.638 1.025  0.536
H -3.782 2.662 1.802  0.769
H -5.019 1.170 -0.035  0.590
H -2.582 4.647 1.666  0.584
H -2.946 6.105 3.631  0.385
H -1.589 5.840 5.662  0.382
H 0.216 4.130 5.720  0.369
H 0.604 2.667 3.754  0.472
H 5.189 -0.625 -1.866  0.548
H 4.683 -2.995 -0.695  0.543
N 0.461 -3.188 2.465  1.193
C -0.008 -1.934 2.806  -0.423
N -0.451 -1.676 4.069  -0.319
N -0.510 -0.327 4.125  -1.100
N -0.089 0.230 2.967  -0.017
N 0.124 -0.793 2.077  0.937
C -0.796 -4.432 0.256  -0.759
N -0.217 -5.339 0.696  -0.607
N 1.507 -5.343 -0.599  -1.117
N 2.052 -4.347 -0.664  0.240
N 0.500 -2.458 -0.277  -0.403
H 1.819 -4.526 1.799  1.111

- Frontier orbital gap (spin up / spin down): 4.7722 / 4.1173 eV
- ⟨S²⟩: 6.27
- HOMO (spin up / spin down): -6.56 / -7.07 eV
- E: -2572.44300 a.u.
- Energy relative to the best compared isomer or geometry (same formula, charge and spin): 326.72 kJ/mol
- Spin multiplicity: 5
- Molar mass: 954.059 g mol⁻¹

No. 2
# C2HBrClIO

A molecular structure, C2HBrClIO (wB97M-V/def2-TZVPD, the OMol25 dataset).

Last column: Mulliken charge in e.
CARTESIAN COORDINATES (ANGSTROEM)
C -3.092 0.347 0.693  0.114
C 0.997 -0.249 -0.114  -0.320
O -2.856 1.010 -0.182  -0.112
Cl 1.072 -1.585 1.046  -0.106
Br 0.932 -0.905 -1.894  -0.006
I 2.721 1.087 0.109  0.140
H 0.227 0.296 0.342  0.291

- Frontier orbital gap: 9.4713 eV
- HOMO: -9.86 eV
- E: -3483.91772 a.u.
- Energy relative to the best compared isomer or geometry (same formula, charge and spin): 35.67 kJ/mol
- Molar mass: 283.290 g mol⁻¹